# 1
Below is C29H20ClF5OOsP as an isolated structure in a non-equilibrium geometry, with properties calculated with the ωB97M-V functional and the def2-TZVPD basis.

Output
energy above the lowest of the compared OMol25 structures with the same formula, charge and spin: 3.5 kcal per mole
<S²>: 6.054
lowest unoccupied orbital energy (alpha / beta): -2.860 / -6.091 eV
net charge: +1
orbital gap (alpha / beta): 7.353 / 5.662 eV
spin multiplicity: 5
strongest force on any atom: 6.0 eV/Å

Positions of all 58 atoms, in Å:
C 3.152 -1.431 0.262
C 2.758 -0.332 -0.556
C 2.573 0.830 0.299
H 2.692 -0.438 -1.647
C 2.830 0.399 1.674
C 3.095 -1.001 1.641
H 3.380 -1.598 2.485
H 3.599 -2.384 -0.022
H 2.305 1.856 0.024
H 2.932 0.943 2.615
Os 1.136 -0.574 0.878
Cl -0.129 -0.285 2.821
P -0.431 0.898 -0.411
C -0.218 2.769 -0.622
C -0.429 3.530 -1.815
H -0.653 3.054 -2.785
C -0.378 4.936 -1.790
H -0.466 5.478 -2.724
C -0.199 5.658 -0.613
H -0.131 6.756 -0.615
C -0.100 4.914 0.570
H 0.019 5.444 1.499
C -0.122 3.513 0.586
H -0.109 2.988 1.557
C -0.567 0.603 -2.257
C 0.674 0.562 -2.950
H 1.628 0.746 -2.419
C 0.714 0.329 -4.324
H 1.676 0.200 -4.789
C -0.451 0.240 -5.092
H -0.406 0.024 -6.167
C -1.665 0.435 -4.439
H -2.582 0.409 -5.012
C -1.752 0.636 -3.051
H -2.745 0.829 -2.609
C -2.294 1.034 -0.144
C -3.130 2.172 -0.359
H -2.723 3.159 -0.643
C -4.524 2.061 -0.222
H -5.128 2.953 -0.337
C -5.158 0.855 0.071
H -6.249 0.793 0.191
C -4.337 -0.269 0.218
H -4.790 -1.219 0.441
C -2.944 -0.201 0.113
H -2.344 -1.122 0.211
F 2.164 -7.349 4.876
C 2.013 -6.276 4.078
C 0.795 -5.604 4.092
F -0.202 -5.967 4.963
C 0.612 -4.487 3.313
F -0.524 -3.780 3.409
C 1.645 -3.883 2.500
O 1.450 -2.661 2.100
C 2.856 -4.702 2.457
F 3.898 -4.269 1.733
C 3.027 -5.793 3.290
F 4.255 -6.381 3.445



# 2
Below is a 2-piece molecular cluster, C3H10N2 overall, with properties calculated with the ωB97M-V functional and the def2-TZVPD basis.

Output
energy above the lowest of the compared OMol25 structures with the same formula, charge and spin: 21.0 kcal per mole
lowest unoccupied orbital energy: 1.028 eV
SMILES: C=NCC.N
orbital gap: 10.745 eV
strongest force on any atom: 1.0 eV/Å

Positions of all 15 atoms, in Å:
C 1.647 1.474 -1.086
N 0.414 1.228 -1.109
C -0.011 -0.061 -0.547
C -1.476 -0.316 -0.882
H 2.402 0.742 -0.781
H 2.005 2.451 -1.402
H 0.636 -0.865 -0.905
H 0.072 0.013 0.540
H -1.805 -1.220 -0.358
H -2.064 0.559 -0.626
H -1.616 -0.588 -1.928
N -0.215 -1.653 2.843
H -0.623 -2.059 2.007
H -0.681 -2.097 3.627
H -0.508 -0.682 2.849



# 3
Below is one molecule with the formula C5H6O, with properties calculated with the ωB97M-V functional and the def2-TZVPD basis.

Output
energy above the lowest of the compared OMol25 structures with the same formula, charge and spin: 83.5 kcal per mole
lowest unoccupied orbital energy (alpha / beta): -1.202 / -1.222 eV
orbital gap (alpha / beta): 7.484 / 7.495 eV
strongest force on any atom: 0.3 eV/Å

Positions of all 12 atoms, in Å:
C -2.486 0.416 -0.467
C -1.376 -0.349 -0.484
C -0.411 -0.251 0.553
C 0.953 -0.603 0.284
O 1.104 -1.798 0.029
C 2.092 0.350 0.537
H -2.707 1.078 0.366
H -1.170 -0.992 -1.344
H -3.157 0.442 -1.321
H 1.749 1.384 0.641
H 2.579 0.050 1.472
H 2.830 0.272 -0.266



# 4
Below is a 7-piece molecular cluster, C18H40Cl10O4 overall in a non-equilibrium geometry, with properties calculated with the ωB97M-V functional and the def2-TZVPD basis.

Output
energy above the lowest of the compared OMol25 structures with the same formula, charge and spin: 0.0 kcal per mole
lowest unoccupied orbital energy: 0.403 eV
SMILES: COCCOC.COCCOC.ClCCCl.ClCCCl.ClCCCl.ClCCCl.ClCCCl
orbital gap: 9.875 eV
strongest force on any atom: 1.9 eV/Å

Positions of all 72 atoms, in Å:
C -2.780 18.430 -25.623
O -3.287 18.690 -24.319
C -4.224 19.733 -24.283
C -4.338 20.241 -22.855
O -4.743 19.156 -22.040
C -5.228 19.509 -20.780
H -2.215 19.233 -26.086
H -3.585 18.012 -26.233
H -2.136 17.566 -25.451
H -5.218 19.338 -24.528
H -4.049 20.562 -24.972
H -5.126 20.998 -22.785
H -3.397 20.656 -22.480
H -6.067 20.213 -20.862
H -4.454 19.971 -20.152
H -5.579 18.623 -20.254
C -6.809 14.323 -21.198
O -6.009 14.465 -22.332
C -4.976 15.398 -22.116
C -4.284 15.675 -23.434
O -3.788 14.481 -24.028
C -3.709 14.629 -25.428
H -6.280 13.978 -20.297
H -7.552 13.539 -21.353
H -7.328 15.249 -20.920
H -4.221 15.031 -21.408
H -5.340 16.351 -21.719
H -3.392 16.279 -23.251
H -4.986 16.221 -24.071
H -4.730 14.685 -25.827
H -3.244 13.756 -25.883
H -3.153 15.520 -25.729
Cl 3.747 18.231 -24.247
C 4.211 18.325 -22.523
C 5.652 17.828 -22.351
Cl 5.687 16.064 -22.384
H 3.544 17.711 -21.927
H 4.142 19.364 -22.208
H 6.040 18.210 -21.406
H 6.320 18.219 -23.114
Cl 0.698 17.182 -21.602
C -0.960 17.133 -22.311
C -1.957 17.944 -21.523
Cl -2.421 17.264 -19.979
H -1.272 16.098 -22.433
H -0.861 17.526 -23.320
H -2.833 17.993 -22.180
H -1.729 19.005 -21.423
Cl 0.718 18.839 -17.350
C -1.062 18.913 -17.162
C -1.639 20.032 -18.010
Cl -0.983 21.651 -17.472
H -1.267 19.125 -16.116
H -1.419 17.939 -17.477
H -2.716 20.143 -17.959
H -1.280 19.911 -19.028
Cl -0.539 20.185 -23.734
C 0.987 20.166 -24.682
C 2.050 21.145 -24.216
Cl 1.426 22.803 -24.480
H 0.707 20.299 -25.722
H 1.354 19.144 -24.613
H 2.917 21.056 -24.861
H 2.236 21.105 -23.148
Cl 0.457 17.820 -27.102
C 1.547 16.461 -26.718
C 1.279 15.880 -25.354
Cl -0.286 15.058 -25.197
H 2.533 16.925 -26.719
H 1.520 15.712 -27.505
H 1.314 16.689 -24.622
H 2.017 15.151 -25.028



# 5
Below is C11H13AgAsN2O6SSe as an isolated structure, with properties calculated with the ωB97M-V functional and the def2-TZVPD basis.

Output
lowest unoccupied orbital energy: 2.627 eV
net charge: -1
orbital gap: 7.796 eV
strongest force on any atom: 0.8 eV/Å

Positions of all 36 atoms, in Å:
Ag -1.946 -0.429 1.147
O 0.648 1.643 -0.785
As 1.143 -0.031 -0.439
O 2.300 -0.438 -1.534
O -0.209 -1.007 -0.324
C 1.979 0.114 1.328
C 3.294 -0.355 1.314
C 4.060 -0.386 2.469
C 3.525 0.065 3.665
C 2.229 0.549 3.701
C 1.449 0.577 2.543
S -0.226 1.176 2.810
O -0.127 2.184 3.837
O -0.712 1.693 1.518
O -0.989 -0.022 3.212
H 0.118 1.933 -0.021
H 3.694 -0.693 0.365
H 5.077 -0.759 2.432
H 4.118 0.047 4.572
H 1.802 0.928 4.620
C -1.856 -2.906 -2.313
N -1.832 -1.472 -2.526
C -0.901 -0.823 -3.317
C -1.085 0.495 -3.139
N -2.122 0.635 -2.235
C -2.596 1.898 -1.693
C -2.571 -0.573 -1.852
Se -3.879 -0.894 -0.550
H -1.912 -3.420 -3.272
H -2.727 -3.147 -1.712
H -0.955 -3.200 -1.776
H -0.150 -1.355 -3.873
H -0.524 1.336 -3.500
H -2.029 2.697 -2.163
H -2.430 1.924 -0.618
H -3.659 2.015 -1.891



# 6
Below is C38H38AlINO6 as an isolated structure, with properties calculated with the ωB97M-V functional and the def2-TZVPD basis.

Output
lowest unoccupied orbital energy: 0.573 eV
net charge: -1
orbital gap: 5.382 eV
strongest force on any atom: 0.7 eV/Å

Positions of all 85 atoms, in Å:
C -0.274 3.333 -1.159
C 0.673 2.736 -2.227
C 0.923 1.227 -2.191
I 1.578 0.627 -0.208
Al 2.333 0.648 -3.579
C 1.761 -1.093 -4.464
N 2.609 -2.254 -4.062
C 2.470 2.065 -5.018
C 3.505 1.647 -6.096
C 4.650 2.670 -6.304
C 5.946 2.179 -5.682
O 5.787 2.230 -4.261
C 6.535 1.390 -3.526
C 6.579 1.817 -2.089
O 7.091 0.420 -3.970
H -1.081 3.913 -1.621
H -0.747 2.555 -0.554
H 0.261 4.020 -0.497
H 1.637 3.256 -2.173
H 0.243 2.934 -3.217
H -0.029 0.706 -2.340
H 3.755 0.424 -2.828
H 0.719 -1.303 -4.193
H 1.823 -0.923 -5.551
H 3.580 -1.956 -4.083
H 2.550 -2.978 -4.774
H 2.737 3.033 -4.580
H 1.484 2.155 -5.494
H 2.998 1.462 -7.049
H 3.969 0.691 -5.805
H 4.831 2.891 -7.360
H 4.362 3.574 -5.760
H 6.801 2.792 -5.993
H 6.140 1.150 -5.995
H 7.380 2.545 -1.943
H 5.634 2.298 -1.826
H 6.713 0.937 -1.462
C 1.871 0.725 4.722
C 1.343 0.378 3.484
C 0.752 -0.861 3.306
C 0.688 -1.761 4.362
C 1.237 -1.419 5.603
C 1.822 -0.171 5.777
C 1.219 -2.373 6.743
O 1.686 -2.082 7.825
C 0.608 -3.717 6.515
C 0.620 -4.647 7.547
C 0.047 -5.894 7.361
C -0.547 -6.215 6.145
C -0.560 -5.293 5.113
C 0.023 -4.044 5.291
C 0.019 -3.075 4.155
O -0.516 -3.358 3.104
H 2.326 1.697 4.861
H 1.374 1.065 2.646
H 0.342 -1.131 2.342
H 2.235 0.085 6.744
H 1.082 -4.382 8.487
H 0.062 -6.619 8.165
H -0.998 -7.188 6.003
H -1.014 -5.529 4.161
C -8.565 2.602 -0.395
C -7.540 3.517 -0.617
C -6.220 3.134 -0.456
C -5.917 1.836 -0.066
C -6.944 0.923 0.172
C -8.268 1.309 -0.002
C -6.647 -0.468 0.627
O -7.547 -1.259 0.826
C -5.222 -0.841 0.832
C -4.922 -2.114 1.301
C -3.603 -2.489 1.489
C -2.575 -1.598 1.203
C -2.866 -0.326 0.739
C -4.189 0.061 0.558
C -4.482 1.443 0.086
O -3.598 2.231 -0.165
H -9.596 2.901 -0.529
H -7.775 4.530 -0.918
H -5.412 3.831 -0.631
H -9.053 0.587 0.178
H -5.731 -2.800 1.515
H -3.366 -3.479 1.858
H -1.548 -1.902 1.345
H -2.064 0.368 0.522



# 7
Below is one molecule with the formula H4P2S, with properties calculated with the ωB97M-V functional and the def2-TZVPD basis.

Output
energy above the lowest of the compared OMol25 structures with the same formula, charge and spin: 31.2 kcal per mole
lowest unoccupied orbital energy: -0.721 eV
SMILES: [PH3]=PS
orbital gap: 6.807 eV
strongest force on any atom: 0.8 eV/Å

Positions of all 7 atoms, in Å:
P 0.784 0.243 0.918
P 0.304 0.613 -1.510
S -1.419 -0.443 -1.717
H 1.831 -0.655 0.817
H -0.183 -0.722 1.147
H 1.012 0.440 2.338
H -2.328 0.524 -1.993



# 8
Below is an isolated ion of composition C3H7NOS and charge +1 in a non-equilibrium geometry, with properties calculated with the ωB97M-V functional and the def2-TZVPD basis.

Output
energy above the lowest of the compared OMol25 structures with the same formula, charge and spin: 29.9 kcal per mole
<S²>: 0.758
lowest unoccupied orbital energy (alpha / beta): -4.385 / -9.049 eV
net charge: +1
orbital gap (alpha / beta): 9.929 / 4.528 eV
spin multiplicity: 2
strongest force on any atom: 3.4 eV/Å

Positions of all 13 atoms, in Å:
O 1.646 -1.911 0.690
C 1.249 -0.812 0.849
C -0.091 -0.443 0.179
C 0.124 0.730 -0.824
S -0.858 0.362 -2.254
N -1.157 -0.150 1.092
H 1.713 -0.048 1.477
H -0.487 -1.319 -0.336
H -0.159 1.638 -0.278
H 1.197 0.874 -0.959
H -0.587 1.472 -2.969
H -1.077 0.593 1.785
H -1.515 -0.986 1.548